{
  "formula": "C5H10N4",
  "method": "ωB97M-V/def2-TZVPD",
  "orbital_gap_ev": 10.01,
  "e_lumo_ev": 0.69,
  "smiles": "[H]/N=C(\\C#N)N(C)N(C)C",
  "energy_ha": -415.38611,
  "e_homo_ev": -9.32,
  "species": ["H", "N", "C", "C", "N", "N", "C", "N", "C", "C", "H", "H", "H", "H", "H", "H", "H", "H", "H"],
  "coordinates": [[-0.8493, 0.5004, 2.8354], [-0.2478, 0.2130, 2.0598], [-0.8146, 0.1497, 0.9465], [-2.5143, 0.7238, 0.9768], [-3.3987, 1.0651, 1.6514], [-0.6800, 0.0485, -0.3633], [-1.5070, -0.5869, -1.3834], [0.9569, -0.1923, -0.6151], [1.6545, -1.1028, 0.2783], [1.5975, 1.1105, -0.6935], [-2.2134, -1.2933, -0.9427], [-0.8570, -1.1062, -2.0916], [-2.0652, 0.1945, -1.9000], [1.0841, -2.0225, 0.4314], [1.9185, -0.6624, 1.2471], [2.6013, -1.3839, -0.2009], [2.5173, 1.0011, -1.2825], [1.8488, 1.5277, 0.2885], [0.9683, 1.8160, -1.2422]],
  "atomic_forces_ev_per_a": [[0.2, -0.1, -0.6], [0.3, -0.4, -1.0], [-5.2, 2.0, 0.7], [0.9, -0.7, 2.1], [0.5, -0.2, -1.1], [6.8, -1.2, 0.0], [-0.4, 0.1, 0.4], [-2.5, 0.3, -1.0], [0.0, -0.2, 0.3], [-0.2, 0.2, -0.1], [0.1, 0.0, 0.0], [0.0, 0.2, 0.3], [0.0, -0.1, -0.1], [0.0, 0.2, 0.0], [-0.2, -0.1, 0.0], [-0.3, 0.1, -0.2], [-0.1, -0.1, 0.2], [0.0, 0.0, 0.0], [0.0, -0.2, 0.1]]
}